C3H9NOS | ωB97M-V with the def2-TZVPD basis set

The geometry in XYZ format:
```
15
Properties=species:S:1:pos:R:3:forces:R:3
C 1.090039 1.374502 0.115232 -0.21 -1.23 2.02
C 0.874569 -1.060308 -0.822169 -0.77 -2.02 3.84
C 0.504272 -0.019240 0.214125 -1.79 -1.29 1.54
N -1.934656 -1.182487 0.290090 0.44 -0.68 0.35
O -1.840522 1.151140 -0.696040 0.48 0.46 -0.29
S -1.329497 0.186336 0.249007 -0.31 0.36 2.05
H 2.095400 1.387719 0.444559 1.33 -0.23 0.00
H 1.020586 1.793026 -0.857661 -0.33 0.20 -0.95
H 0.615012 1.983851 0.860132 -0.61 0.72 0.10
H 0.265866 -0.874450 -1.654973 -0.84 -0.38 -1.45
H 0.712560 -2.061185 -0.232901 -0.25 1.59 -2.01
H 1.888868 -1.095572 -1.068954 1.65 0.51 -0.45
H 0.199447 -1.056191 1.772369 1.09 2.54 -2.68
H -2.771514 -1.396063 -0.233016 -0.01 0.49 0.06
H -1.390430 0.868924 1.620203 0.13 -1.04 -2.13
```
Forces are in eV/Å.

Values from the calculation:
Highest occupied orbital energy, Ha: -0.3496
Energy above the lowest of the compared OMol25 structures with the same formula, charge and spin, kJ/mol: 618.4
LUMO energy, Ha: -0.0184
Frontier orbital gap, eV: 9.0

---

C3H9NOS | ωB97M-V with the def2-TZVPD basis set

The geometry in XYZ format:
```
15
Properties=species:S:1:pos:R:3:forces:R:3
C -2.188433 -1.156342 -0.046885 -0.28 1.35 1.84
C 2.637499 0.934539 0.146189 -2.98 1.72 -2.13
C -1.817269 0.251929 0.316966 -0.13 -0.57 1.25
N 0.032118 0.876094 -1.049123 0.19 1.40 -2.06
O 0.718650 -0.716566 0.776426 0.31 -1.12 0.74
S 1.067136 0.016233 -0.400006 3.14 -0.92 1.12
H -2.371789 -1.152221 -1.105232 -0.47 -0.64 -0.39
H -1.481463 -1.915841 0.294396 0.12 0.23 -0.33
H -3.079070 -1.266966 0.613877 -0.09 -0.72 -1.02
H 2.201665 1.900795 0.525663 0.89 -1.01 -0.20
H 3.234100 0.379094 0.766809 0.69 -1.45 2.17
H 3.236224 1.052481 -0.733216 0.04 0.67 -0.81
H -1.447826 0.568686 1.269641 0.68 -0.75 0.68
H -2.379516 1.073640 0.019211 -1.28 0.97 -1.48
H 1.637981 -0.845551 -1.394709 -0.84 0.83 0.61
```
Forces are in eV/Å.

Values from the calculation:
Highest occupied orbital energy (alpha / beta), Ha: -0.2307 / -0.3689
Energy above the lowest of the compared OMol25 structures with the same formula, charge and spin, kJ/mol: 201.3
LUMO energy (alpha / beta), Ha: 0.0135 / -0.0853
Spin multiplicity: 3
Frontier orbital gap (alpha / beta), eV: 6.6 / 7.7
⟨S²⟩: 2.008

---

C3H9NS | ωB97M-V with the def2-TZVPD basis set

The geometry in XYZ format:
```
14
Properties=species:S:1:pos:R:3:forces:R:3
C 3.172916 4.141564 2.632844 0.52 0.26 -2.10
N 4.440580 4.230749 2.636596 -0.32 1.70 2.23
H 2.684466 5.056558 2.250866 -0.33 -0.70 -0.33
H 2.584483 3.207648 2.623675 -0.01 0.29 1.34
H 4.919448 3.737673 3.391016 0.13 -1.54 -1.13
C -1.366179 -2.888540 -0.140152 0.85 0.52 -0.51
S -1.401629 -2.033825 -1.778195 -0.05 -1.11 0.38
C -2.751206 -0.915509 -1.484195 -0.26 1.34 -0.04
H -0.686358 -3.723819 -0.244076 0.38 -0.08 -0.18
H -2.283642 -3.351381 0.219496 -0.32 0.58 -0.19
H -0.899502 -2.173195 0.546115 -0.48 -0.37 0.25
H -3.412156 -1.330558 -0.725940 0.00 0.26 0.03
H -2.398771 0.102928 -1.251064 0.00 -0.49 0.65
H -3.332010 -0.697098 -2.373772 -0.13 -0.65 -0.38
```
Forces are in eV/Å.

Values from the calculation:
Highest occupied orbital energy, Ha: -0.3130
Energy above the lowest of the compared OMol25 structures with the same formula, charge and spin, kJ/mol: 213.4
LUMO energy, Ha: 0.0351
Frontier orbital gap, eV: 9.5

---

C3H9NS | ωB97M-V with the def2-TZVPD basis set

The geometry in XYZ format:
```
14
Properties=species:S:1:pos:R:3:forces:R:3
C 0.943394 -0.259798 -0.762008 -0.55 1.93 0.81
C 1.183420 -1.570193 -0.483558 1.99 -1.59 0.28
N 2.459780 -2.044169 -0.224505 -0.95 0.30 0.33
H 0.553708 0.348389 0.061310 -1.50 -0.84 -0.23
H 0.879988 0.341479 -1.645599 1.54 -0.14 -0.60
H 0.480865 -2.413885 -0.442184 -0.55 0.17 0.94
H 2.947050 -1.362290 0.342256 0.42 0.31 -0.86
H 2.546561 -2.941537 0.249908 -0.33 -0.18 -0.72
C -1.814271 1.831594 0.034001 -0.45 -0.70 0.52
S -1.613066 1.186616 1.744922 -0.83 0.16 -0.26
H -0.961466 2.485258 -0.090072 -0.05 0.03 -0.63
H -2.769375 2.338325 -0.073037 0.20 0.49 0.28
H -1.890161 0.983116 -0.644801 0.68 0.18 -0.13
H -2.946428 1.077094 1.933367 0.39 -0.13 0.25
```
Forces are in eV/Å.

Values from the calculation:
Highest occupied orbital energy, Ha: -0.2419
Energy above the lowest of the compared OMol25 structures with the same formula, charge and spin, kJ/mol: 413.0
LUMO energy, Ha: 0.0011
Frontier orbital gap, eV: 6.6

---

C3H9NS | ωB97M-V with the def2-TZVPD basis set

The geometry in XYZ format:
```
14
Properties=species:S:1:pos:R:3:forces:R:3
C -0.442342 -1.309490 -0.374229 -0.91 0.23 -0.45
C 0.474633 -0.186201 0.049951 0.25 -0.15 0.51
N 1.455972 0.059647 -0.999981 0.19 -0.08 0.02
C -0.226331 1.119176 0.524595 0.81 0.01 -0.68
S -1.936970 1.044379 1.062520 -0.14 0.05 0.17
H 0.150077 -2.176918 -0.635943 0.05 -0.20 0.06
H -1.044322 -1.033225 -1.255044 0.32 0.06 0.04
H -1.207697 -1.551407 0.369908 0.42 -0.12 0.08
H 1.080226 -0.561124 0.890075 -0.26 0.06 -0.04
H 2.204521 0.647750 -0.660069 0.02 0.10 -0.13
H 1.061320 0.472359 -1.837920 -0.09 0.03 0.13
H 0.431035 1.622870 1.241119 -0.29 -0.10 0.14
H -0.217530 1.775191 -0.349883 -0.35 0.07 0.05
H -1.782592 0.076994 1.974902 -0.01 0.04 0.10
```
Forces are in eV/Å.

Values from the calculation:
Highest occupied orbital energy, Ha: -0.3251
Energy above the lowest of the compared OMol25 structures with the same formula, charge and spin, kJ/mol: 22.2
LUMO energy, Ha: 0.0351
Frontier orbital gap, eV: 9.8

---

C3H9NS2 | ωB97M-V with the def2-TZVPD basis set

The geometry in XYZ format:
```
15
Properties=species:S:1:pos:R:3:forces:R:3
C 0.880493 -1.168543 1.722114 0.94 1.03 0.41
C 0.044479 -0.140213 1.834516 -0.44 -0.63 0.03
N -0.033504 1.059714 1.073868 1.55 0.99 -1.51
H 1.716819 -1.121264 1.021517 -0.24 -0.17 0.04
H 0.995566 -1.843029 2.561732 -0.46 -0.46 -0.36
H -0.740154 -0.179682 2.582503 0.12 -0.02 0.21
H 0.196597 0.969636 0.063542 -1.03 -0.67 0.64
H 0.845365 1.570126 1.231036 -0.45 0.25 0.96
C 0.187650 -0.572722 -1.708930 -0.34 -0.61 -1.47
S -1.493769 -0.202703 -2.285787 -0.42 0.51 0.57
S -1.703830 1.863156 -2.062110 0.27 -0.55 -0.40
H 0.398954 -0.700876 -0.653829 -0.27 0.40 -0.08
H 0.319790 -1.567887 -2.157356 0.20 0.17 0.02
H 0.781586 0.124970 -2.298631 0.58 -0.11 0.63
H -2.396040 1.909312 -0.924190 -0.01 -0.13 0.32
```
Forces are in eV/Å.

Values from the calculation:
Highest occupied orbital energy, Ha: -0.3364
Energy above the lowest of the compared OMol25 structures with the same formula, charge and spin, kJ/mol: 164.4
LUMO energy, Ha: 0.0227
Frontier orbital gap, eV: 9.8

---

C3H9NS2 | ωB97M-V with the def2-TZVPD basis set

The geometry in XYZ format:
```
15
Properties=species:S:1:pos:R:3:forces:R:3
C 4.238300 1.613638 -1.798017 -1.04 -3.02 0.42
N 4.674337 0.794061 -0.913445 -0.06 2.59 1.02
C 5.596425 1.589036 0.140134 -2.77 -1.08 -2.10
H 3.385238 1.406380 -2.478545 0.72 -0.73 0.32
H 4.635629 2.540882 -1.989599 1.00 2.63 0.14
H 5.268607 2.624343 0.159313 0.32 0.17 -0.20
H 5.393994 1.185378 1.109024 0.14 -0.56 0.43
H 6.567390 1.434728 -0.213418 1.69 0.01 -0.03
C -4.386457 -1.752362 0.524804 1.91 -1.88 -1.90
S -2.804315 -1.065639 1.241801 -0.90 -0.73 0.90
S -1.880749 -0.107270 -0.280619 0.46 -0.01 -0.93
H -4.048390 -2.181740 -0.542469 -1.23 1.10 2.32
H -4.787237 -2.616420 1.114721 0.94 0.68 -0.21
H -5.168083 -1.043129 0.499214 -0.63 0.98 -0.46
H -1.696104 1.155832 0.155438 -0.56 -0.14 0.27
```
Forces are in eV/Å.

Values from the calculation:
Highest occupied orbital energy, Ha: -0.3173
Energy above the lowest of the compared OMol25 structures with the same formula, charge and spin, kJ/mol: 226.8
LUMO energy, Ha: 0.0216
Frontier orbital gap, eV: 9.2

---

C3H9NS2 | ωB97M-V with the def2-TZVPD basis set

The geometry in XYZ format:
```
15
Properties=species:S:1:pos:R:3:forces:R:3
C -3.259549 -0.603926 -0.222211 0.11 -0.78 -1.72
S -1.848161 -0.549052 0.848939 1.49 0.47 -0.59
S -0.347641 -0.224045 -0.727588 -0.56 -0.22 0.91
C 1.207395 -0.662089 0.167516 -0.53 -0.65 -0.36
C 1.976899 0.577288 0.618225 0.07 0.69 0.83
N 2.345070 1.646246 -0.385902 -2.50 -1.29 -0.52
H -3.060188 -1.307325 -1.049790 0.07 -0.12 0.44
H -4.062142 -1.072431 0.353928 -0.18 0.69 -0.11
H -3.459093 0.317296 -0.795965 -0.36 -0.02 1.04
H 1.719602 -1.404680 -0.450376 0.31 0.53 -0.36
H 0.852478 -1.308826 0.976777 0.22 0.47 0.37
H 2.885277 0.385421 1.197871 -0.10 -0.63 -0.24
H 1.284197 1.023505 1.362851 0.49 0.21 -0.42
H 1.387400 1.979220 -0.578470 0.37 0.98 0.39
H 2.378458 1.203404 -1.315804 1.10 -0.33 0.34
```
Forces are in eV/Å.

Values from the calculation:
Highest occupied orbital energy, Ha: -0.3050
Energy above the lowest of the compared OMol25 structures with the same formula, charge and spin, kJ/mol: 99.7
LUMO energy, Ha: 0.0064
Frontier orbital gap, eV: 8.5

---

no.,electronic energy (Eh)
1,-647.66254
2,-647.59879
3,-572.55881
4,-572.48279
5,-572.63165
6,-970.76911
7,-970.74533
8,-970.79375